Formula: C12H29BF4N5O4OsP
Source: the Open Molecules 2025 dataset
Level of theory: wB97M-V/def2-TZVPD

Its LUMO energy (spin up / spin down) is -6.55 / -9.60 eV. Its expectation value of S² is 6.015. For the gap between HOMO and LUMO (spin up / spin down), the calculation gives 9.5 / 6.4 eV. The calculation puts the HOMO energy (spin up / spin down) at -0.5896 / -0.5894 hartree. As for the multiplicity: 5. The charge is +2. Its energy relative to the best compared isomer or geometry (same formula, charge and spin) is 0.00 kJ/mol. The total energy comes out at -1905.479057 a.u.

CARTESIAN COORDINATES (ANGSTROEM)
H1 0.17 4.25 -1.70
C1 -3.41 -1.33 -2.63
H2 -2.39 1.44 -2.25
C2 1.02 4.11 0.92
H3 3.07 -2.66 -1.81
O1 1.53 -0.05 -0.51
N1 -1.05 -2.78 1.42
H4 0.67 5.09 1.21
N2 -2.42 -0.62 -1.83
O2 0.38 2.05 -0.27
H5 -0.86 2.35 2.01
F1 1.42 -1.99 5.48
H6 -3.10 -2.37 -2.79
F2 1.33 -2.03 2.47
C3 -2.19 -3.04 0.83
F3 0.07 -0.65 4.21
H7 3.86 1.04 -1.35
H8 1.68 -1.77 -2.45
H9 -1.40 3.47 -1.47
H10 -1.06 5.01 -0.68
H11 4.48 -1.60 0.08
C4 -1.81 0.54 -2.44
H12 -2.65 -4.72 1.89
H13 -0.79 0.69 -2.08
H14 -0.78 -3.49 2.12
H15 -1.48 3.98 1.74
Os1 0.04 -1.08 1.49
H16 1.35 3.58 1.81
H17 -3.48 -2.54 -0.67
H18 -3.49 -0.86 -3.61
C5 -1.21 3.05 1.25
F4 -0.35 -2.82 4.32
H19 -3.78 -4.35 0.65
H20 -2.10 2.64 0.77
C6 -0.63 4.06 -0.98
O3 0.90 0.66 1.74
N3 -2.65 -2.23 -0.17
H21 1.58 -2.55 -0.85
H22 -1.76 0.39 -3.51
H23 3.01 -1.66 1.06
N4 -2.92 -4.11 1.12
P1 1.56 1.25 0.47
C7 -0.10 3.32 0.24
H24 -1.02 0.56 -0.16
H25 3.88 -0.13 0.85
H26 2.94 0.41 -2.71
C8 2.24 -2.02 -1.55
N5 -1.27 -0.37 0.19
C9 3.58 -1.05 0.35
C10 -2.08 -1.03 -0.61
H27 -4.40 -1.29 -2.17
B1 0.42 -1.83 4.69
H28 1.86 4.23 0.24
C11 2.74 -0.74 -0.88
C12 3.54 0.13 -1.85
H29 4.42 -0.42 -2.19
O4 2.86 1.91 0.56

Here are the natural (NBO) charges for atoms 1 to 8, given in e:
1 H 0.234
2 C -0.447
3 H 0.238
4 C -0.654
5 H 0.250
6 O -0.836
7 N -0.828
8 H 0.245